Record 1
{
  "formula": "C23H26N2O4",
  "method": "the ωB97M-V functional and the def2-TZVPD basis",
  "de_lowest_kcal_mol": 55.06,
  "charge": 0,
  "largest_force_ev_per_a": 0.7,
  "e_lumo_ha": 0.0193,
  "homo_lumo_gap_ev": 8.439,
  "smiles": "COc1ccc(/C=C(\\NC(=O)c2ccc(C)cc2)C(=O)NC[C@@H]2CCCO2)cc1",
  "elements": ["C", "O", "C", "C", "C", "C", "C", "C", "N", "C", "O", "C", "C", "C", "C", "C", "C", "C", "C", "O", "N", "C", "C", "C", "C", "C", "O", "C", "C", "H", "H", "H", "H", "H", "H", "H", "H", "H", "H", "H", "H", "H", "H", "H", "H", "H", "H", "H", "H", "H", "H", "H", "H", "H", "H"],
  "xyz": [[-8.0912, -1.0368, -0.3428], [-7.1943, -0.0086, -0.6851], [-5.8870, -0.1403, -0.3358], [-5.3419, -1.2319, 0.3341], [-3.9944, -1.2518, 0.6355], [-3.1500, -0.1913, 0.3042], [-1.7430, -0.2763, 0.6567], [-0.8925, 0.7410, 0.8906], [-1.2794, 2.0741, 0.9269], [-0.4871, 3.1776, 0.7470], [-0.8931, 4.2816, 1.0439], [0.8299, 2.9291, 0.1040], [0.9401, 2.1241, -1.0241], [2.1761, 1.9117, -1.6070], [3.3221, 2.4868, -1.0746], [4.6675, 2.2452, -1.6893], [3.1991, 3.3106, 0.0400], [1.9673, 3.5425, 0.6171], [0.5192, 0.4609, 1.3234], [1.0182, 1.0040, 2.2894], [1.1655, -0.4471, 0.5644], [2.5055, -0.8915, 0.8468], [2.5416, -2.4251, 0.9477], [3.9695, -2.9609, 1.0964], [4.3701, -3.2205, -0.3546], [3.0417, -3.6674, -0.9614], [2.0198, -2.9837, -0.2543], [-3.7071, 0.8893, -0.3896], [-5.0466, 0.9125, -0.7042], [-7.8211, -1.9828, -0.8234], [-8.1432, -1.1811, 0.7412], [-9.0641, -0.7131, -0.7091], [-5.9556, -2.0713, 0.6215], [-3.5861, -2.1066, 1.1555], [-1.3654, -1.2801, 0.7982], [-2.2211, 2.2704, 1.2497], [0.0580, 1.6724, -1.4567], [2.2496, 1.2862, -2.4859], [4.6191, 1.4649, -2.4453], [5.0331, 3.1569, -2.1614], [5.3895, 1.9554, -0.9274], [4.0824, 3.7725, 0.4568], [1.8719, 4.1791, 1.4826], [0.7006, -0.9034, -0.2048], [3.1755, -0.5566, 0.0468], [2.8083, -0.4317, 1.7895], [1.8895, -2.7364, 1.7730], [3.9642, -3.8947, 1.6588], [4.6187, -2.2484, 1.5989], [4.7148, -2.2999, -0.8260], [5.1432, -3.9783, -0.4543], [2.9009, -4.7497, -0.8341], [2.9467, -3.4251, -2.0228], [-3.0797, 1.7010, -0.7232], [-5.4748, 1.7426, -1.2435]],
  "nbo_charge": [-0.253, -0.488, 0.297, -0.264, -0.171, -0.116, -0.224, 0.093, -0.622, 0.682, -0.586, -0.163, -0.190, -0.184, -0.018, -0.630, -0.219, -0.131, 0.658, -0.622, -0.612, -0.246, 0.093, -0.430, -0.433, -0.064, -0.546, -0.182, -0.249, 0.176, 0.177, 0.202, 0.213, 0.210, 0.217, 0.418, 0.217, 0.202, 0.212, 0.224, 0.219, 0.211, 0.231, 0.414, 0.190, 0.240, 0.187, 0.213, 0.222, 0.203, 0.221, 0.166, 0.186, 0.221, 0.227]
}

Record 2
{
  "formula": "C19H17FN4O",
  "method": "the ωB97M-V functional and the def2-TZVPD basis",
  "charge": 0,
  "largest_force_ev_per_a": 3.0,
  "e_lumo_ha": -0.0057,
  "homo_lumo_gap_ev": 8.312,
  "smiles": "CC(C)(C)c1cc(-c2nc3ccc(-c4ccccc4F)nc3[nH]2)on1",
  "elements": ["C", "C", "C", "C", "C", "C", "C", "C", "N", "C", "C", "C", "C", "C", "C", "C", "C", "C", "C", "F", "N", "C", "N", "O", "N", "H", "H", "H", "H", "H", "H", "H", "H", "H", "H", "H", "H", "H", "H", "H", "H", "H"],
  "xyz": [[-4.5088, 3.8153, 1.5153], [-3.2722, 3.9209, 2.3873], [-3.0655, 5.3871, 2.7915], [-3.5380, 3.1533, 3.6892], [-2.0188, 3.2732, 1.7629], [-1.8723, 1.8524, 1.4863], [-0.6564, 1.6741, 0.9224], [-0.0996, 0.4046, 0.4501], [-0.5686, -0.8025, 0.7046], [0.3420, -1.6897, 0.0719], [0.3891, -3.0698, 0.0011], [1.3697, -3.6622, -0.7604], [2.2365, -2.8747, -1.5011], [3.1702, -3.5177, -2.4813], [4.4812, -3.0530, -2.6567], [5.3490, -3.7258, -3.4997], [4.9719, -4.8770, -4.1864], [3.6449, -5.2922, -4.0819], [2.7385, -4.6348, -3.2255], [1.5095, -5.1107, -3.1772], [2.2391, -1.5284, -1.4206], [1.3100, -0.9577, -0.6279], [1.0346, 0.3532, -0.3407], [-0.0348, 2.8935, 0.7826], [-0.9379, 3.8838, 1.3298], [-5.4032, 4.2029, 1.9903], [-4.7156, 2.7608, 1.3131], [-4.3476, 4.3464, 0.5849], [-2.0472, 5.4776, 3.2039], [-3.1282, 6.0254, 1.8964], [-3.8272, 5.7310, 3.5127], [-3.7257, 2.0914, 3.4568], [-2.6637, 3.2057, 4.3761], [-4.3793, 3.5597, 4.2586], [-2.6308, 1.0701, 1.6478], [-0.3158, -3.6565, 0.5874], [1.4643, -4.7185, -0.7401], [4.8165, -2.1748, -2.1694], [6.3416, -3.3529, -3.5710], [5.6348, -5.3782, -4.8990], [3.2400, -6.1530, -4.6176], [1.4738, 1.1475, -0.7664]],
  "nbo_charge": [-0.595, -0.121, -0.602, -0.596, 0.267, -0.355, 0.313, 0.315, -0.425, 0.036, -0.148, -0.251, 0.204, -0.133, -0.159, -0.225, -0.195, -0.275, 0.410, -0.310, -0.442, 0.325, -0.530, -0.321, -0.137, 0.218, 0.208, 0.216, 0.224, 0.214, 0.213, 0.207, 0.217, 0.215, 0.250, 0.228, 0.226, 0.228, 0.212, 0.222, 0.225, 0.430]
}

Record 3
{
  "formula": "C6H34NO11",
  "method": "the ωB97M-V functional and the def2-TZVPD basis",
  "de_lowest_kcal_mol": 73.43,
  "charge": -1,
  "largest_force_ev_per_a": 3.5,
  "e_lumo_ha": 0.1023,
  "homo_lumo_gap_ev": 9.100,
  "elements": ["C", "C", "C", "O", "C", "N", "C", "C", "H", "H", "H", "H", "H", "H", "H", "H", "H", "H", "H", "H", "H", "H", "H", "H", "O", "H", "H", "O", "H", "H", "O", "H", "H", "O", "H", "H", "O", "H", "H", "O", "H", "H", "O", "H", "H", "O", "H", "H", "O", "H", "H", "O"],
  "xyz": [[-1.4228, 0.9169, 0.9693], [-1.3701, 2.0272, -0.0130], [-0.1081, 2.8952, 0.2109], [1.0725, 2.1929, -0.0650], [-1.2241, -0.4688, 0.3424], [-2.5078, -1.2949, 0.4063], [-2.7317, -1.9208, 1.7708], [-2.4607, -2.2375, -0.7024], [-2.3696, 0.8648, 1.6175], [-0.6404, 1.1449, 1.7891], [-2.2450, 2.6355, -0.1374], [-1.2954, 1.5934, -1.0982], [0.0482, 3.1518, 1.2562], [-0.2679, 3.7212, -0.4151], [-0.6825, -0.3073, -0.6408], [-0.5068, -1.1208, 0.8512], [-2.2394, -1.4579, 2.6682], [-3.8184, -2.0022, 1.8139], [-2.3241, -2.9149, 1.8582], [-1.6436, -3.0106, -0.6106], [-3.3728, -2.8214, -0.8301], [-2.5976, -1.4724, -1.5856], [-0.4715, -0.2933, -3.1241], [-1.3811, 0.2575, -2.2317], [-1.2135, 0.2929, -3.2073], [4.5932, -0.1760, -0.5595], [3.4328, -1.2100, -0.3985], [4.1505, -0.7020, 0.1225], [2.8695, -0.1206, 1.9286], [3.4248, -1.5039, 1.9397], [2.9748, -0.9104, 2.5147], [0.8604, 2.5134, -2.4638], [1.9963, 3.3658, -1.9091], [1.2794, 3.3798, -2.5646], [-3.7688, 0.1451, -0.5144], [-4.2066, 1.5854, -0.7845], [-4.4449, 0.8007, -0.3337], [3.5449, 1.2566, 0.0837], [2.6918, 2.5265, 0.1703], [3.6017, 2.2667, 0.0668], [1.0414, 1.5041, -0.8493], [1.9316, 0.8356, -2.7613], [1.1894, 0.6173, -2.2087], [1.2487, -0.9907, 2.9825], [0.4986, -2.1806, 3.3056], [0.5771, -1.2540, 3.6391], [1.6474, -0.3435, -1.5012], [1.8982, -2.0664, -1.7275], [1.8930, -1.4179, -1.0172], [0.2041, -3.1352, 0.8824], [1.5131, -2.2548, 0.2079], [1.1318, -2.9027, 0.8570]],
  "nbo_charge": [-0.452, -0.431, -0.045, -0.829, -0.250, -0.487, -0.440, -0.429, 0.231, 0.224, 0.205, 0.189, 0.169, 0.169, 0.204, 0.210, 0.237, 0.204, 0.166, 0.169, 0.191, 0.216, 0.481, 0.450, -0.933, 0.470, 0.511, -1.019, 0.486, 0.487, -0.951, 0.491, 0.475, -0.978, 0.487, 0.459, -0.953, 0.469, 0.492, -1.003, 0.520, 0.467, -1.135, 0.496, 0.461, -0.979, 0.511, 0.469, -1.089, 0.465, 0.513, -1.041]
}